# 1
Density functional theory data (ωB97M-V/def2-TZVPD) for one molecule with the formula C25H31N3O3.

The structure (SMILES) is CCN(CCCNC(=O)COc1cc(=O)n(CC)c2ccccc12)Cc1ccccc1. The calculation puts the HOMO energy at -8.46 eV. As for the frontier orbital gap: 8.79 eV. The net charge is 0. The total energy comes out at -37042.3678 eV.

Structure (XYZ):
```
62
Properties=species:S:1:pos:R:3:nbo_charge:R:1
C -0.032 0.774 -1.642 -0.617
H -0.828 0.044 -1.515 0.211
H -0.050 1.457 -0.797 0.203
H -0.224 1.345 -2.547 0.214
C 1.311 0.066 -1.762 -0.221
N 1.575 -0.820 -0.634 -0.473
C 2.439 -1.934 -1.016 -0.223
C 1.613 -3.049 -1.672 -0.414
H 0.867 -2.609 -2.335 0.207
H 2.266 -3.683 -2.272 0.218
C 0.913 -3.920 -0.638 -0.209
N 0.139 -3.110 0.281 -0.643
C -0.580 -3.689 1.249 0.645
O -0.721 -4.890 1.363 -0.630
C -1.221 -2.746 2.277 -0.161
O -1.055 -1.363 2.064 -0.495
C -1.878 -0.732 1.195 0.393
C -2.703 -1.338 0.310 -0.414
C -3.558 -0.597 -0.583 0.643
O -4.303 -1.128 -1.390 -0.628
N -3.485 0.794 -0.499 -0.431
C -2.663 1.447 0.383 0.295
C -2.598 2.847 0.448 -0.278
C -1.749 3.477 1.330 -0.177
C -0.941 2.743 2.193 -0.250
C -0.992 1.370 2.155 -0.161
C -1.835 0.709 1.255 -0.181
H -0.386 0.774 2.818 0.233
H -0.285 3.247 2.885 0.219
H -1.717 4.556 1.353 0.217
H -3.211 3.455 -0.195 0.219
C -4.363 1.527 -1.397 -0.230
C -5.632 1.995 -0.690 -0.617
H -6.183 1.133 -0.323 0.221
H -5.400 2.642 0.154 0.204
H -6.262 2.539 -1.388 0.215
H -3.818 2.363 -1.840 0.194
H -4.634 0.826 -2.190 0.255
H -2.764 -2.410 0.211 0.246
H -2.281 -3.010 2.374 0.212
H -0.735 -2.951 3.237 0.223
H 0.288 -2.107 0.219 0.443
H 0.245 -4.639 -1.123 0.213
H 1.650 -4.499 -0.066 0.191
H 2.911 -2.338 -0.119 0.197
H 3.240 -1.607 -1.696 0.189
C 2.003 -0.110 0.572 -0.247
C 3.271 0.695 0.426 -0.064
C 4.520 0.100 0.555 -0.206
C 5.676 0.836 0.366 -0.207
C 5.600 2.180 0.044 -0.213
C 4.362 2.787 -0.075 -0.227
C 3.207 2.049 0.115 -0.157
H 2.243 2.532 0.034 0.202
H 4.295 3.838 -0.317 0.213
H 6.503 2.754 -0.105 0.214
H 6.639 0.359 0.473 0.214
H 4.593 -0.946 0.817 0.208
H 1.184 0.554 0.860 0.215
H 2.125 -0.856 1.364 0.207
H 2.115 0.809 -1.882 0.184
H 1.296 -0.542 -2.669 0.198
```

=====

# 2
Density functional theory data (ωB97M-V/def2-TZVPD) for one molecule with the formula C25H31N3O4.

The structure (SMILES) is CC[C@H]1CN(C(=O)N2CCC(C(=O)NCc3ccccc3OC)CC2)c2ccccc2O1. The calculation puts the HOMO energy at -8.03 eV. As for the frontier orbital gap: 8.65 eV. The net charge is 0. The total energy comes out at -39089.7725 eV.

Structure (XYZ):
```
63
Properties=species:S:1:pos:R:3:nbo_charge:R:1
C 4.161 0.117 -3.669 -0.612
C 4.189 -0.835 -2.481 -0.422
H 3.252 -0.756 -1.925 0.202
H 4.280 -1.864 -2.835 0.214
C 5.365 -0.570 -1.532 0.096
C 5.252 0.774 -0.809 -0.243
N 4.056 0.738 0.005 -0.474
C 3.149 1.782 -0.103 0.813
O 3.520 2.873 -0.495 -0.647
N 1.855 1.523 0.249 -0.466
C 0.929 2.642 0.241 -0.230
C -0.081 2.485 1.374 -0.401
H -0.794 3.308 1.322 0.226
H 0.438 2.535 2.334 0.205
C -0.828 1.151 1.285 -0.307
C 0.184 0.002 1.174 -0.389
H -0.323 -0.946 0.988 0.211
C 1.176 0.263 0.041 -0.227
H 1.892 -0.557 -0.011 0.228
H 0.625 0.310 -0.911 0.193
H 0.731 -0.086 2.114 0.215
C -1.805 1.122 0.108 0.684
O -1.814 1.931 -0.796 -0.638
N -2.665 0.080 0.159 -0.611
H -2.678 -0.520 0.968 0.394
C -3.719 -0.115 -0.815 -0.257
C -5.083 0.064 -0.200 -0.116
C -5.359 1.193 0.554 -0.175
C -6.599 1.378 1.140 -0.239
C -7.579 0.420 0.965 -0.194
C -7.327 -0.715 0.212 -0.314
C -6.081 -0.905 -0.375 0.376
O -5.744 -1.994 -1.128 -0.518
C -6.720 -2.979 -1.364 -0.252
H -6.237 -3.725 -1.994 0.201
H -7.586 -2.569 -1.893 0.178
H -7.051 -3.453 -0.434 0.176
H -8.110 -1.446 0.089 0.216
H -8.553 0.549 1.413 0.214
H -6.798 2.263 1.723 0.214
H -4.585 1.937 0.673 0.218
H -3.554 0.636 -1.594 0.249
H -3.639 -1.112 -1.254 0.220
H -1.420 1.014 2.199 0.219
H 1.507 3.559 0.363 0.239
H 0.396 2.690 -0.715 0.217
C 4.046 -0.322 0.913 0.055
C 3.434 -0.236 2.160 -0.223
C 3.482 -1.297 3.043 -0.234
C 4.169 -2.451 2.702 -0.218
C 4.819 -2.534 1.486 -0.255
C 4.773 -1.477 0.585 0.335
O 5.472 -1.619 -0.578 -0.501
H 5.378 -3.413 1.208 0.222
H 4.211 -3.282 3.389 0.214
H 2.998 -1.217 4.004 0.213
H 2.934 0.682 2.424 0.226
H 5.177 1.608 -1.505 0.252
H 6.137 0.920 -0.177 0.203
H 6.303 -0.611 -2.099 0.193
H 3.379 -0.180 -4.363 0.217
H 5.112 0.101 -4.196 0.203
H 3.958 1.136 -3.350 0.211
```

=====

# 3
Density functional theory data (ωB97M-V/def2-TZVPD) for one molecule with the formula C25H31N3O4S in a non-equilibrium geometry.

The structure (SMILES) is CC(=O)N1CCCc2cc(S(=O)(=O)N3CCC[C@H](C(=O)Nc4ccc(C)cc4C)C3)ccc21. The calculation puts the HOMO energy at -7.93 eV. As for the frontier orbital gap: 8.41 eV. The net charge is 0. The total energy comes out at -49925.5121 eV.

Structure (XYZ):
```
64
Properties=species:S:1:pos:R:3:nbo_charge:R:1
C -5.589 -1.159 -0.688 -0.713
C -4.174 -0.823 -0.274 0.697
O -3.430 -1.679 0.152 -0.606
N -3.803 0.496 -0.402 -0.472
C -2.502 0.916 -0.069 0.249
C -1.402 0.081 -0.268 -0.235
C -0.137 0.486 0.113 -0.125
C 0.042 1.731 0.684 -0.364
C -1.026 2.591 0.839 -0.172
C -2.300 2.198 0.464 -0.072
C -3.465 3.138 0.530 -0.411
C -4.266 2.915 -0.748 -0.402
C -4.812 1.494 -0.742 -0.201
H -5.627 1.440 -0.010 0.192
H -5.225 1.261 -1.729 0.205
H -3.613 3.066 -1.610 0.210
H -5.101 3.611 -0.823 0.223
H -4.089 2.922 1.402 0.214
H -3.117 4.168 0.609 0.224
H -0.849 3.570 1.258 0.241
S 1.645 2.217 1.298 2.330
O 1.966 1.414 2.447 -0.963
O 1.678 3.646 1.450 -0.939
N 2.666 1.688 0.086 -0.694
C 2.583 2.411 -1.161 -0.227
C 3.169 1.544 -2.276 -0.411
C 4.590 1.096 -1.932 -0.395
H 4.944 0.394 -2.687 0.243
H 5.259 1.959 -1.914 0.200
C 4.605 0.409 -0.557 -0.311
C 4.034 1.396 0.460 -0.239
H 4.034 1.022 1.485 0.233
H 4.643 2.314 0.448 0.198
H 5.637 0.159 -0.289 0.239
C 3.829 -0.914 -0.690 0.695
O 3.976 -1.609 -1.675 -0.621
N 3.015 -1.219 0.346 -0.625
C 1.973 -2.167 0.380 0.094
C 1.494 -2.778 -0.773 -0.227
C 0.371 -3.582 -0.721 -0.222
C -0.297 -3.795 0.476 -0.002
C 0.222 -3.220 1.628 -0.233
C 1.348 -2.414 1.610 0.060
C 1.874 -1.815 2.881 -0.678
H 1.324 -2.206 3.733 0.222
H 2.928 -2.058 3.014 0.214
H 1.768 -0.728 2.884 0.248
H -0.277 -3.396 2.571 0.205
C -1.570 -4.580 0.526 -0.638
H -1.642 -5.265 -0.316 0.209
H -2.411 -3.887 0.481 0.247
H -1.646 -5.145 1.452 0.210
H 0.005 -4.037 -1.630 0.208
H 1.999 -2.611 -1.710 0.247
H 3.011 -0.603 1.145 0.420
H 2.540 0.662 -2.405 0.214
H 3.168 2.106 -3.211 0.218
H 1.528 2.629 -1.346 0.219
H 3.126 3.365 -1.091 0.186
H 0.707 -0.161 -0.042 0.231
H -1.528 -0.895 -0.706 0.251
H -6.317 -0.656 -0.056 0.229
H -5.772 -0.882 -1.723 0.227
H -5.716 -2.233 -0.579 0.247
```

=====

# 4
Density functional theory data (ωB97M-V/def2-TZVPD) for C25H31N3O6PPdS as an isolated structure.

The calculation puts the HOMO energy at -11.48 eV. As for the frontier orbital gap: 8.75 eV. The net charge is +1. The total energy comes out at -66784.4237 eV.

Structure (XYZ):
```
68
Properties=species:S:1:pos:R:3:nbo_charge:R:1
Pd -0.401 0.358 0.509 0.667
O -2.221 -3.378 0.476 -0.545
C -1.648 -2.417 0.934 0.642
N -1.693 -1.147 0.379 -0.692
C -2.885 -0.739 -0.219 0.635
O -3.686 -1.407 -0.815 -0.514
C -3.179 0.715 0.097 0.128
C -4.442 1.249 -0.067 -0.199
C -4.675 2.534 0.396 -0.134
C -3.639 3.244 0.986 -0.239
C -2.391 2.656 1.076 0.058
N -2.180 1.415 0.644 -0.474
C -0.930 -2.548 2.263 0.085
C -0.854 -3.819 2.818 -0.206
C -0.314 -3.958 4.085 -0.158
C 0.114 -2.823 4.754 -0.237
C 0.000 -1.598 4.114 0.032
N -0.501 -1.454 2.890 -0.447
H -5.208 0.639 -0.524 0.262
H -5.658 2.977 0.308 0.236
H -3.793 4.242 1.373 0.238
H -1.537 3.165 1.503 0.222
H -1.237 -4.660 2.259 0.251
H -0.244 -4.932 4.550 0.230
H 0.526 -2.880 5.752 0.231
H 0.321 -0.690 4.613 0.195
C 1.556 -4.138 -1.538 -0.631
C 0.655 -3.349 -0.622 -0.067
O 1.449 -2.430 0.192 -0.838
P 1.399 -0.862 0.008 1.986
O 1.728 -0.592 -1.526 -0.852
C 3.058 -0.819 -2.074 -0.068
C 2.938 -0.868 -3.576 -0.629
O 2.728 -0.405 0.730 -0.834
C 2.793 0.161 2.062 -0.049
C 3.586 -0.763 2.952 -0.635
H 0.962 -4.894 -2.053 0.235
H 2.336 -4.642 -0.970 0.223
H 2.020 -3.504 -2.293 0.203
H 0.143 -3.998 0.084 0.211
H -0.099 -2.788 -1.177 0.196
H 3.457 -1.747 -1.665 0.194
H 3.694 0.002 -1.744 0.192
H 2.294 -1.689 -3.891 0.218
H 3.923 -1.015 -4.018 0.232
H 2.526 0.065 -3.962 0.213
H 1.780 0.323 2.433 0.191
H 3.277 1.131 1.952 0.189
H 3.106 -1.739 3.020 0.222
H 3.659 -0.340 3.955 0.224
H 4.595 -0.898 2.563 0.223
C 1.818 4.214 -0.629 -0.811
S 1.237 2.561 -0.948 1.257
O 0.742 2.130 0.451 -0.970
C -0.197 2.856 -1.956 -0.217
C -0.547 1.807 -2.800 -0.214
C -1.707 1.897 -3.555 -0.192
C -2.497 3.034 -3.470 -0.169
C -2.134 4.083 -2.635 -0.201
C -0.985 3.998 -1.867 -0.224
H 1.070 4.772 -0.072 0.243
H 2.055 4.694 -1.577 0.257
H 2.719 4.108 -0.029 0.259
H 0.077 0.924 -2.850 0.243
H -1.991 1.082 -4.206 0.235
H -3.400 3.106 -4.062 0.233
H -2.750 4.971 -2.580 0.231
H -0.718 4.817 -1.214 0.223
```

=====

# 5
Density functional theory data (ωB97M-V/def2-TZVPD) for one molecule with the formula C25H31N3O7.

The structure (SMILES) is COC(=O)c1[nH]c(C)c(/C(O)=C2\C(=O)C(=O)N(CCN(C)C)[C@H]2c2cc(OC)ccc2OC)c1C. The calculation puts the HOMO energy at -8.18 eV. As for the frontier orbital gap: 8.29 eV. The net charge is 0. The total energy comes out at -45230.7398 eV.

Structure (XYZ):
```
66
Properties=species:S:1:pos:R:3:nbo_charge:R:1
C -0.535 0.504 7.715 -0.259
H -1.291 -0.078 8.245 0.193
H 0.463 0.213 8.032 0.193
H -0.707 1.564 7.914 0.193
O -0.599 0.246 6.321 -0.508
C -1.776 0.534 5.735 0.772
O -2.727 0.977 6.347 -0.625
C -1.816 0.265 4.310 -0.055
C -0.920 -0.243 3.386 0.056
C -1.589 -0.236 2.135 -0.229
C -2.878 0.254 2.342 0.280
N -2.990 0.540 3.648 -0.468
H -3.794 0.930 4.116 0.434
C -4.013 0.424 1.408 -0.662
H -3.991 1.433 0.992 0.261
H -4.959 0.277 1.925 0.218
H -3.937 -0.276 0.580 0.230
C -1.003 -0.715 0.893 0.471
C -1.071 -0.050 -0.292 -0.295
C -1.600 1.273 -0.548 0.459
O -2.012 2.104 0.236 -0.527
C -1.572 1.446 -2.067 0.576
O -2.046 2.352 -2.715 -0.585
N -0.974 0.342 -2.577 -0.418
C -0.908 0.071 -3.990 -0.230
H -1.763 0.580 -4.442 0.238
C 0.392 0.546 -4.673 -0.236
N 0.907 -0.473 -5.575 -0.437
C 1.717 0.094 -6.632 -0.406
H 1.122 0.809 -7.197 0.202
H 2.618 0.603 -6.255 0.162
H 2.028 -0.704 -7.305 0.198
C 1.636 -1.502 -4.864 -0.415
H 1.000 -1.944 -4.101 0.192
H 1.924 -2.283 -5.568 0.200
H 2.545 -1.115 -4.373 0.167
H 0.177 1.444 -5.254 0.209
H 1.135 0.817 -3.908 0.179
H -1.022 -1.004 -4.148 0.206
C -0.462 -0.568 -1.581 -0.033
C 1.054 -0.520 -1.485 -0.084
C 1.709 0.695 -1.492 -0.185
C 3.101 0.769 -1.423 0.285
C 3.830 -0.410 -1.342 -0.306
C 3.179 -1.634 -1.305 -0.225
C 1.798 -1.701 -1.363 0.240
O 1.066 -2.870 -1.284 -0.538
C 1.762 -4.094 -1.230 -0.249
H 0.994 -4.865 -1.207 0.206
H 2.373 -4.165 -0.326 0.182
H 2.390 -4.233 -2.113 0.183
H 3.773 -2.530 -1.227 0.216
H 4.907 -0.399 -1.298 0.223
O 3.630 2.020 -1.451 -0.490
C 5.026 2.164 -1.355 -0.252
H 5.540 1.692 -2.199 0.174
H 5.409 1.749 -0.417 0.176
H 5.212 3.236 -1.376 0.205
H 1.148 1.615 -1.553 0.229
H -0.779 -1.592 -1.823 0.217
O -0.378 -1.897 1.025 -0.658
H 0.021 -2.201 0.191 0.505
C 0.484 -0.676 3.615 -0.647
H 1.141 -0.218 2.877 0.219
H 0.806 -0.394 4.612 0.238
H 0.562 -1.757 3.507 0.228
```

=====

# 6
Density functional theory data (ωB97M-V/def2-TZVPD) for C25H31N5OTeV as an isolated structure in a non-equilibrium geometry.

As for the expectation value of S²: 3.792. The calculation puts the HOMO energy (spin up / spin down) at -5.83 / -6.37 eV. As for the frontier orbital gap (spin up / spin down): 5.73 / 5.94 eV. As for the multiplicity: 4. The net charge is 0. The total energy comes out at -68909.1569 eV.

Structure (XYZ):
```
64
Properties=species:S:1:pos:R:3:mulliken_spin:R:1
V 0.286 -1.074 0.402 2.691
C 4.212 -0.308 1.783 -0.021
C 2.985 -0.662 1.018 0.160
N 1.770 -0.584 1.506 -0.091
N 1.525 -0.162 2.820 0.011
C 0.237 -0.321 3.082 -0.004
O -0.631 -0.859 2.286 -0.017
C -0.240 0.236 4.382 -0.004
C -1.584 0.571 4.498 0.001
C -2.064 1.124 5.680 0.001
C -1.204 1.332 6.751 0.000
C 0.140 0.991 6.636 0.000
C 0.622 0.450 5.453 -0.002
C 3.005 -1.123 -0.370 0.152
C 4.184 -1.391 -1.070 0.003
C 4.124 -1.842 -2.364 0.054
C 2.877 -2.027 -2.969 0.025
C 1.754 -1.760 -2.235 0.063
N 1.784 -1.328 -0.956 -0.049
H 3.926 0.113 2.742 0.001
H 4.815 0.426 1.241 0.009
H 4.844 -1.184 1.962 0.013
H -2.234 0.408 3.649 0.002
H -3.109 1.396 5.763 0.000
H -1.578 1.764 7.671 0.000
H 0.812 1.151 7.471 0.000
H 1.668 0.194 5.346 -0.001
H 5.135 -1.237 -0.577 0.005
H 5.035 -2.050 -2.912 0.005
H 2.783 -2.362 -3.993 0.001
H 0.770 -1.871 -2.673 0.007
N 0.378 -3.252 1.031 -0.016
C -0.780 -4.009 0.488 0.007
C -1.956 -3.072 0.346 0.007
N -1.547 -1.968 -0.558 0.007
H 1.248 -3.744 0.873 0.004
H 0.272 -3.117 2.032 0.004
H -1.049 -4.867 1.102 0.000
H -0.489 -4.390 -0.493 0.001
H -2.183 -2.624 1.312 -0.003
H -2.839 -3.606 0.000 -0.001
H -2.210 -1.197 -0.542 0.006
H -1.494 -2.300 -1.515 0.005
C -2.563 3.201 -5.795 0.000
C -2.084 2.764 -4.433 -0.002
C -2.906 2.838 -3.319 0.003
C -2.484 2.443 -2.049 0.010
C -3.464 2.587 -0.911 -0.001
C -1.175 1.952 -1.876 -0.018
Te -0.542 1.447 0.099 -0.064
C -0.324 1.886 -2.998 0.012
C 1.115 1.441 -2.939 0.007
C -0.799 2.285 -4.247 0.001
H -3.606 3.518 -5.763 0.000
H -2.483 2.392 -6.526 0.000
H -1.972 4.038 -6.175 0.000
H -3.918 3.216 -3.435 0.000
H -4.458 2.815 -1.300 0.000
H -3.172 3.389 -0.227 0.002
H -3.516 1.685 -0.300 -0.001
H 1.390 1.081 -1.954 0.018
H 1.781 2.274 -3.181 0.000
H 1.307 0.654 -3.670 -0.004
H -0.125 2.226 -5.100 0.000
```

=====

# 7
Density functional theory data (ωB97M-V/def2-TZVPD) for one molecule with the formula C25H31NO3.

The structure (SMILES) is CCOC(=O)C1(Cc2cccc(OC)c2)CCN(C/C=C/c2ccccc2)CC1. The calculation puts the HOMO energy at -8.01 eV. As for the frontier orbital gap: 8.73 eV. The net charge is 0. The total energy comes out at -34060.6383 eV.

Structure (XYZ):
```
60
Properties=species:S:1:pos:R:3:nbo_charge:R:1
C -0.546 4.530 -3.040 -0.634
C -0.046 4.353 -1.614 -0.074
H 1.049 4.340 -1.599 0.194
H -0.418 5.149 -0.964 0.190
O -0.534 3.143 -1.037 -0.530
C 0.132 2.017 -1.329 0.833
O 1.126 1.998 -2.009 -0.614
C -0.511 0.805 -0.669 -0.162
C 0.159 -0.476 -1.176 -0.428
C -0.215 -0.774 -2.635 -0.214
N -1.633 -0.780 -2.923 -0.444
C -2.352 -2.022 -2.682 -0.248
C -2.557 -2.393 -1.240 -0.172
C -1.712 -3.162 -0.554 -0.239
C -1.749 -3.416 0.880 0.015
C -0.579 -3.830 1.519 -0.221
C -0.546 -4.026 2.886 -0.212
C -1.687 -3.823 3.644 -0.214
C -2.860 -3.427 3.022 -0.206
C -2.893 -3.223 1.656 -0.217
H -3.817 -2.925 1.184 0.208
H -3.756 -3.277 3.608 0.213
H -1.664 -3.977 4.713 0.214
H 0.372 -4.337 3.363 0.214
H 0.317 -3.986 0.932 0.211
H -0.864 -3.594 -1.073 0.201
H -3.410 -1.942 -0.751 0.189
H -1.788 -2.811 -3.188 0.201
H -3.323 -1.924 -3.178 0.199
C -2.260 0.439 -2.470 -0.218
C -2.013 0.771 -0.992 -0.405
H -2.477 0.010 -0.364 0.208
H -2.464 1.735 -0.753 0.225
H -3.334 0.372 -2.660 0.201
H -1.857 1.253 -3.086 0.189
H 0.205 -1.738 -2.930 0.197
H 0.236 -0.004 -3.270 0.206
H 1.242 -0.365 -1.112 0.237
H -0.142 -1.300 -0.532 0.218
C -0.338 0.935 0.867 -0.401
C 1.083 0.731 1.307 -0.004
C 1.474 -0.465 1.891 -0.199
C 2.795 -0.655 2.264 -0.201
C 3.734 0.330 2.042 -0.267
C 3.353 1.535 1.451 0.321
C 2.024 1.733 1.105 -0.312
H 1.702 2.668 0.673 0.213
O 4.347 2.447 1.258 -0.494
C 4.046 3.616 0.535 -0.254
H 4.994 4.138 0.408 0.199
H 3.351 4.262 1.083 0.171
H 3.627 3.379 -0.448 0.185
H 4.769 0.194 2.314 0.222
H 3.095 -1.585 2.724 0.211
H 0.747 -1.246 2.059 0.205
H -0.694 1.922 1.172 0.225
H -0.970 0.181 1.341 0.220
H -0.215 5.489 -3.428 0.217
H -0.150 3.738 -3.671 0.224
H -1.633 4.492 -3.064 0.210
```